ORCA calculation (wB97M-V/def2-TZVPD) on 9 unconnected molecules or ions with the total composition C48H108Br3N6 in a non-equilibrium geometry.

Output
- Charge: +4
- 2S+1: 2
- HOMO energy (alpha / beta): -13.536 / -13.534 eV
- HOMO-LUMO gap (alpha / beta): 5.208 / 2.495 eV
- Calculated total energy: -270555.2157 eV

Structure (XYZ):
```
165
Properties=species:S:1:pos:R:3:forces:R:3
C -0.1654 -6.6776 -1.8328 1.15 -1.84 -0.68
C 1.1458 -5.8886 -1.7728 -0.77 0.99 -0.47
C 2.4946 -6.6155 -1.4238 -1.94 0.23 0.75
N 3.4098 -5.8277 -0.5857 1.18 2.38 1.12
C 3.9025 -4.6829 -1.6078 0.07 -0.29 1.95
C 2.9058 -5.3149 0.8089 -0.49 0.41 0.37
C 3.9905 -5.5635 1.9109 0.78 -1.07 -0.66
C 5.1992 -6.0319 1.0810 0.36 0.65 -1.40
C 4.5608 -6.6823 -0.1359 0.72 -0.33 -1.50
H -0.4266 -7.0494 -0.8420 -0.26 0.16 0.00
H 0.0228 -7.5624 -2.4410 -0.51 -0.18 -0.14
H -0.9679 -6.1060 -2.2992 0.11 0.04 0.22
H 0.6915 -5.1132 -1.1559 1.62 0.56 1.24
H 1.2345 -5.3056 -2.6895 0.35 -0.45 -0.41
H 3.1159 -6.8055 -2.2990 -0.61 -0.51 -0.16
H 2.3214 -7.5118 -0.8281 -0.28 -0.27 -0.46
H 4.6649 -4.0309 -1.1814 -0.53 0.16 0.80
H 2.9716 -4.1698 -1.8495 0.49 0.08 -0.32
H 4.4940 -5.0764 -2.4343 -0.86 -0.76 -0.20
H 2.6381 -4.2583 0.8082 0.19 0.05 -0.68
H 1.9710 -5.8277 1.0352 0.12 -0.33 -0.22
H 4.2832 -4.7218 2.5384 -0.39 0.30 -0.36
H 3.7647 -6.3707 2.6076 -0.62 -0.01 -0.18
H 5.7472 -5.1604 0.7226 0.07 0.20 0.05
H 5.9778 -6.6630 1.5095 -0.50 -0.15 0.40
H 5.0752 -6.7084 -1.0965 1.21 -0.39 0.56
H 4.2586 -7.7142 0.0424 -0.52 0.15 0.22
C -1.8312 -3.1812 -0.6908 0.52 1.04 0.60
C -0.7429 -2.0656 -0.7672 0.67 -1.91 -0.16
C -1.1904 -0.8531 -1.4854 -0.32 2.20 -0.03
N -1.7243 0.3039 -0.6345 -1.07 0.94 1.54
C -2.5344 1.2462 -1.4934 0.22 0.58 -0.69
C -0.6514 1.1413 0.0356 1.00 -0.01 0.13
C -1.2434 1.8873 1.2445 0.60 -0.74 -1.15
C -2.5960 1.1896 1.4863 0.07 0.43 0.19
C -2.6674 -0.0667 0.5784 1.26 0.62 -1.69
H -2.5211 -2.8194 0.0716 -0.42 -0.65 0.01
H -1.4137 -4.1538 -0.4302 -0.04 0.07 0.24
H -2.3852 -3.3119 -1.6204 0.14 0.22 -0.08
H 0.1217 -2.4857 -1.2811 -0.01 0.08 -0.64
H -0.2491 -1.8762 0.1858 -0.47 0.30 0.45
H -1.9742 -1.1162 -2.1958 -0.03 0.22 0.02
H -0.4261 -0.2811 -2.0113 0.35 -0.58 -0.57
H -1.8767 1.7609 -2.1939 0.22 -0.46 -0.30
H -2.9741 2.0864 -0.9561 -0.03 -0.05 0.66
H -3.3357 0.7287 -2.0208 0.20 -0.30 0.12
H -0.1909 1.8524 -0.6503 -0.33 -0.33 -0.47
H 0.1673 0.5073 0.3759 -0.14 -0.55 -0.17
H -1.2844 2.9360 0.9503 -0.80 0.11 0.23
H -0.5356 1.8298 2.0714 -0.08 -0.20 0.15
H -3.2980 1.9896 1.2510 -0.69 -0.49 -0.17
H -2.6841 0.9650 2.5493 -0.32 -0.32 -0.09
H -3.5591 -0.3265 0.0078 -0.52 0.17 0.88
H -2.2296 -0.9851 0.9694 -0.12 0.26 0.47
C -0.9456 -3.6915 -5.1378 0.12 -0.11 -0.11
C -1.6244 -2.3563 -5.1587 -0.78 0.96 -0.27
C -2.4550 -2.1170 -6.4402 0.17 0.51 0.49
N -3.2711 -0.7775 -6.4298 -0.14 -0.36 -0.72
C -4.5895 -0.9474 -5.5725 2.25 -0.13 -0.97
C -3.5310 -0.3430 -7.9162 -0.89 -1.22 0.16
C -3.4405 1.2183 -8.0175 -0.93 -2.21 -1.25
C -3.0910 1.6637 -6.6623 1.88 -0.99 1.66
C -2.4546 0.4239 -5.9802 -0.99 -0.26 0.33
H -0.3174 -3.8059 -6.0212 -0.30 -0.48 -0.17
H -1.7376 -4.4291 -5.0083 0.48 -0.56 -0.38
H -0.2483 -3.7513 -4.3022 -0.14 -0.01 0.23
H -0.8791 -1.5730 -5.0204 -0.22 0.29 0.08
H -2.3491 -2.3633 -4.3446 0.09 0.39 0.40
H -3.1303 -2.9584 -6.5956 -0.40 0.23 0.08
H -1.8105 -2.1230 -7.3193 0.04 0.43 0.07
H -4.2485 -1.1346 -4.5543 -0.02 0.08 -0.03
H -5.0447 -1.8620 -5.9526 -0.52 0.50 -0.05
H -5.1524 -0.0144 -5.5986 -0.16 -0.37 -0.32
H -4.3971 -0.9207 -8.2392 -0.84 0.79 0.26
H -2.8388 -0.8261 -8.6059 0.86 0.17 0.67
H -4.4117 1.6169 -8.3106 0.37 0.13 -0.51
H -2.6491 1.3073 -8.7617 -0.30 0.95 0.02
H -3.9659 1.9669 -6.0872 0.29 0.42 -0.02
H -2.2346 2.3367 -6.6208 -0.64 0.81 0.01
H -2.5531 0.5560 -4.9028 0.62 -0.39 0.02
H -1.4506 0.1669 -6.3177 0.11 0.64 0.28
C 1.2341 0.8525 4.9210 0.38 1.54 -1.20
C 0.6871 -0.2822 4.0710 -0.21 -0.13 -1.31
C 0.2517 -1.3884 4.9526 0.00 -2.21 -0.71
N -0.1393 -2.7511 4.2134 -1.18 -0.33 -2.42
C 1.0563 -3.3802 3.5414 1.16 0.36 1.22
C -0.8365 -3.7822 5.1564 -0.50 1.34 1.06
C -2.2767 -3.9856 4.6833 0.28 -1.50 -0.02
C -2.2440 -3.6679 3.2110 -0.50 0.09 -0.01
C -1.2492 -2.5225 3.1287 -0.14 0.77 0.77
H 2.0105 0.6868 5.6679 -0.30 -0.76 0.05
H 0.4809 1.5214 5.3375 -0.27 -0.49 0.27
H 1.7383 1.4990 4.2027 0.17 0.25 -0.05
H 1.3731 -0.6274 3.2975 1.06 -0.28 0.62
H -0.0576 0.0069 3.3293 -0.84 0.72 0.68
H -0.6183 -1.1328 5.5574 0.24 -0.16 0.22
H 1.1683 -1.6382 5.4869 -0.56 -0.34 0.79
H 1.7463 -3.2838 4.3796 0.62 -1.22 -0.28
H 1.5983 -2.9187 2.7160 -0.87 1.34 0.00
H 0.9296 -4.3690 3.1004 -0.67 -0.28 1.02
H -0.3301 -4.7465 5.1996 0.46 0.48 -0.12
H -0.8540 -3.2663 6.1164 0.39 -0.53 0.22
H -2.4952 -5.0483 4.7874 -0.04 -0.05 0.16
H -3.1149 -3.5185 5.2003 0.62 0.64 0.25
H -2.0379 -4.5577 2.6160 0.47 0.20 -0.13
H -3.2746 -3.3944 2.9850 0.23 0.45 -0.65
H -0.8191 -2.3033 2.1514 0.22 -0.14 0.23
H -1.7184 -1.6193 3.5189 -0.34 0.08 -0.38
C 0.6741 4.6871 -0.6417 -0.99 -1.12 2.12
C 2.0464 4.4814 -1.2095 0.59 1.12 -0.83
C 2.8153 3.1553 -1.1144 -0.87 -0.85 -2.60
N 4.2517 3.1873 -1.7442 -0.46 0.13 -0.82
C 4.2615 3.6121 -3.2795 -0.52 1.89 1.50
C 4.9466 1.8774 -1.6764 -0.72 -2.50 1.10
C 6.4418 2.0652 -1.4814 -0.49 -0.49 -1.22
C 6.4526 3.3790 -0.7696 2.72 0.26 1.54
C 5.1505 4.0676 -0.9671 0.48 2.59 -0.30
H -0.0252 3.8983 -0.9188 0.08 -0.27 0.11
H 0.0869 5.5593 -0.9292 0.77 0.34 -0.44
H 0.7536 4.7535 0.4434 -0.43 -0.24 0.36
H 2.7066 5.2417 -0.7923 -0.05 0.39 -0.27
H 1.7122 4.7537 -2.2106 1.58 -0.34 -0.80
H 2.3734 2.4635 -1.8315 -0.64 -0.19 0.03
H 2.7782 2.6076 -0.1728 0.76 0.53 0.32
H 3.8407 4.6175 -3.2928 -0.41 -0.03 0.20
H 3.6432 3.0344 -3.9666 0.31 -0.69 0.53
H 5.2808 3.8632 -3.5729 0.19 -1.04 0.05
H 4.5955 1.1346 -2.3927 0.13 0.68 -0.78
H 4.6254 1.3662 -0.7689 -0.34 0.44 0.52
H 6.9757 2.0514 -2.4317 0.01 0.28 -0.01
H 6.8416 1.2339 -0.9008 -0.05 0.13 0.04
H 7.3438 3.9638 -0.9975 -0.33 0.40 -0.99
H 6.7558 3.2671 0.2713 -0.93 -0.47 0.46
H 5.3158 4.9783 -1.5428 -0.11 -0.04 -0.27
H 4.7382 4.4959 -0.0534 -0.51 -0.78 0.09
C -5.0978 4.9563 3.5537 0.09 -0.59 0.91
C -3.7299 4.3962 3.9870 0.30 0.07 -2.37
C -3.0402 5.2672 4.9623 1.52 -0.73 1.96
N -1.4556 5.3230 4.8032 1.39 0.82 0.08
C -0.8393 3.9614 5.0042 -1.92 -1.06 -1.75
C -1.0066 6.1043 3.5051 -0.34 -0.79 0.24
C 0.0819 7.1432 3.8644 -0.20 -0.61 0.57
C 0.4281 6.8623 5.3528 0.25 0.03 -1.23
C -0.8057 6.2078 5.8449 -1.34 0.52 1.76
H -5.4785 4.3803 2.7102 -0.05 0.21 0.06
H -4.9921 6.0072 3.2845 0.00 -0.12 -0.21
H -5.7850 4.8957 4.3976 -0.28 0.03 -0.14
H -3.1771 4.3991 3.0476 0.39 0.27 -0.34
H -3.6714 3.3354 4.2306 -0.61 0.02 0.56
H -3.1357 4.8219 5.9526 0.05 0.01 0.26
H -3.4878 6.2496 5.1127 0.65 0.36 -0.70
H 0.2291 3.8184 4.8424 0.08 1.00 0.84
H -1.2214 3.2945 4.2314 -0.30 0.23 -0.62
H -1.3354 3.4856 5.8502 0.83 0.46 0.69
H -0.6160 5.3898 2.7805 -0.48 -0.11 -0.01
H -1.9519 6.5376 3.1785 0.35 0.04 -0.43
H 0.9811 6.9534 3.2783 -0.28 0.46 -0.30
H -0.3629 8.1230 3.6910 0.52 0.09 0.07
H 1.2921 6.2032 5.4375 0.02 -0.13 -0.15
H 0.6763 7.7295 5.9648 -0.21 0.11 -0.20
H -0.5677 5.6963 6.7775 -0.66 -0.40 -0.06
H -1.5606 6.9708 6.0349 0.05 0.08 0.26
Br -5.6144 -1.6386 -1.6420 0.02 0.01 -0.02
Br 0.4702 1.4523 -4.2064 0.06 -0.23 0.58
Br -3.4476 4.7715 -0.4744 0.45 -0.64 0.48
```
Positions in Å, forces in eV/Å.